(1)
ORCA calculation (wB97M-V/def2-TZVPD) on C30H39N9O8S2Zn2 as an isolated structure at a distorted geometry.

CARTESIAN COORDINATES (ANGSTROEM)
Zn  -35.8770  8.6491  4.5446
Zn  -31.9021  11.1461  1.6269
S  -32.8469  9.5070  5.5380
O  -34.1281  10.1341  5.8241
O  -33.4190  8.1846  5.2931
O  -32.2568  9.9928  4.3113
O  -31.9235  9.5890  6.6699
S  -35.9565  9.7293  1.4028
O  -36.8153  9.7674  0.2589
O  -36.4714  10.3388  2.6034
O  -35.8637  8.3985  1.9507
O  -34.6285  10.2458  1.0985
C  -33.6074  14.2025  -3.6460
C  -32.9144  13.4516  -2.6336
N  -32.3456  12.8831  -1.7994
H  -32.9943  15.0115  -4.0430
H  -34.4938  14.6489  -3.1953
H  -33.8164  13.6205  -4.5436
C  -29.1702  5.9389  -0.2613
C  -29.8708  7.2216  0.0970
N  -30.4611  8.2250  0.3602
H  -28.1069  6.1778  -0.2383
H  -29.3514  5.7360  -1.3168
H  -29.3341  5.0935  0.4070
C  -34.6871  14.6614  5.0022
C  -34.0457  14.1900  3.7569
N  -33.5177  13.8089  2.7944
H  -35.1105  15.6507  4.8288
H  -34.1483  14.5384  5.9417
H  -35.4942  13.9407  5.1345
N  -37.4828  11.9161  -3.5360
C  -37.9702  13.1486  -3.4272
C  -38.1134  13.6688  -4.7028
C  -37.8801  12.6971  -5.6770
C  -37.4842  11.5695  -4.9019
H  -37.3375  11.2175  -2.8213
H  -37.9972  13.7052  -2.5020
H  -38.3964  14.6943  -4.8891
H  -37.9590  12.8307  -6.7458
H  -37.2297  10.5864  -5.2694
N  -40.0292  12.6088  2.6321
C  -40.5053  13.4668  3.5782
C  -41.6457  14.0722  3.1259
C  -42.0010  13.3508  1.9320
C  -40.9361  12.5298  1.6399
H  -39.1157  12.1792  2.6649
H  -39.8611  13.6367  4.4282
H  -42.2627  14.8091  3.6183
H  -42.8449  13.4418  1.2641
H  -40.7327  11.8166  0.8548
N  -39.8576  6.9755  -1.0470
C  -40.9344  6.9532  -1.9451
C  -41.4744  5.6343  -2.0007
C  -40.6074  4.8695  -1.1299
C  -39.7064  5.6881  -0.5486
H  -39.3175  7.8064  -0.8523
H  -41.1662  7.8684  -2.4695
H  -42.3068  5.2579  -2.5768
H  -40.6390  3.7899  -1.1304
H  -38.8204  5.3981  -0.0033
N  -35.2615  7.5737  -3.1149
C  -33.9016  7.7038  -3.3623
C  -33.5544  6.9338  -4.4026
C  -34.6888  6.2035  -4.7866
C  -35.7705  6.7112  -4.0896
H  -35.7926  8.1213  -2.4530
H  -33.3716  8.3678  -2.6955
H  -32.5645  6.7373  -4.7870
H  -34.7794  5.4438  -5.5488
H  -36.8300  6.5119  -4.0241
N  -37.6093  7.8783  6.9752
C  -37.4023  6.6973  6.4132
C  -38.0963  6.5719  5.2227
C  -38.6147  7.8547  4.9638
C  -38.2899  8.6543  6.0926
H  -37.2716  8.1500  7.8874
H  -36.9555  5.9062  6.9971
H  -38.2076  5.6801  4.6238
H  -39.2613  8.1089  4.1369
H  -38.6053  9.6474  6.3766
N  -33.4106  4.6371  0.9209
C  -32.7861  4.1579  2.0691
C  -32.1052  3.0080  1.6999
C  -32.3443  2.7453  0.3567
C  -33.0811  3.8624  -0.1593
H  -34.1295  5.3465  0.9098
H  -32.9636  4.4977  3.0788
H  -31.5769  2.3196  2.3428
H  -31.7987  1.9381  -0.1093
H  -33.4272  4.0725  -1.1605

Properties
Highest occupied orbital energy, Ha: -0.2918



(2)
ORCA calculation (wB97M-V/def2-TZVPD) on a 12-piece molecular cluster, H25O12 overall at a distorted geometry.

CARTESIAN COORDINATES (ANGSTROEM)
O  0.0259  2.0795  -1.3039
H  0.1747  -4.6703  1.5311
H  3.7340  0.7779  -0.8801
O  -1.2513  -1.3134  1.9939
H  -1.4582  -1.9675  1.3153
H  -1.9110  -0.6640  2.1981
O  -2.0698  -2.8527  -0.4511
H  0.6984  -0.8025  -2.6442
O  -0.0897  -2.4565  -2.1736
H  -2.1378  -3.5305  0.2172
H  -0.5686  -2.7128  -1.3828
O  -1.1130  0.0756  -3.9051
H  -1.6000  0.8764  -4.0847
H  -1.2801  -0.7338  -4.3638
O  -0.2312  1.4478  1.2157
H  1.3565  -0.6367  4.3458
H  -0.6978  2.0272  1.8480
O  3.2540  1.3981  -1.4323
H  2.7544  0.9080  -2.1063
H  0.4653  1.2516  -1.5940
O  -0.7952  3.3348  3.0996
H  -0.6175  1.7927  -0.6381
H  -1.5397  3.0258  3.5594
O  1.3049  -0.0335  -2.6954
H  -2.9020  -2.4437  -0.6941
H  1.1704  0.1270  -3.6417
O  -0.5772  -4.1210  1.7562
H  -0.3837  -3.4750  2.4233
H  0.0321  0.6045  1.6062
O  0.8856  -0.4156  3.5474
H  -0.5323  -2.8412  -2.8947
H  0.9182  2.6467  -1.0641
O  1.7451  3.5872  -0.3139
H  -0.0712  3.4900  3.7099
H  1.0323  3.6643  0.3363
H  -0.0610  -0.3228  3.5930
H  2.3362  2.8784  -0.0326

Properties
Highest occupied orbital energy, Ha: -0.5221
Net charge: +1



(3)
ORCA calculation (wB97M-V/def2-TZVPD) on C6H9N as an isolated structure.

CARTESIAN COORDINATES (ANGSTROEM)
C  -0.9601  0.2910  1.7474
N  -0.6519  0.4647  0.3369
C  0.8305  0.5010  0.0595
C  0.8325  -1.0441  -0.0787
C  -0.5505  -0.6959  -0.6718
C  -0.1639  0.1427  -1.8920
C  0.7610  0.9604  -1.3899
H  -0.5471  1.1834  2.2377
H  -2.0431  0.3242  1.9054
H  -0.5465  -0.5936  2.2661
H  1.4680  1.0236  0.7759
H  0.7529  -1.5705  0.8793
H  1.5814  -1.5183  -0.7226
H  -1.3419  -1.4433  -0.7817
H  -0.6398  0.1296  -2.8633
H  1.2185  1.8450  -1.8082

Properties
Highest occupied orbital energy, Ha: -0.3116



(4)
ORCA calculation (wB97M-V/def2-TZVPD) on C17H21N3O2S in the gas phase.

CARTESIAN COORDINATES (ANGSTROEM)
C  0.5340  -3.3028  -2.1455
C  -0.0774  -4.5708  -1.5666
C  -1.5629  -4.3969  -1.2107
C  -1.7328  -3.5527  0.0120
C  -1.7566  -4.0779  1.2673
C  -1.9088  -3.2401  2.4256
O  -1.9611  -3.5710  3.5890
N  -2.0055  -1.8725  2.0888
C  -1.9611  -1.4400  0.8139
S  -2.1130  0.2951  0.5862
C  -1.6118  0.4425  -1.1617
C  -0.1572  0.8803  -1.2346
O  0.7248  0.0674  -1.4357
N  0.0830  2.1945  -1.0524
C  -0.9372  3.1801  -0.7814
C  1.4531  2.6774  -1.1146
C  1.9101  3.1975  0.2229
C  1.8596  2.3663  1.3358
C  2.2560  2.8319  2.5755
C  2.7100  4.1334  2.7157
C  2.7650  4.9659  1.6119
C  2.3619  4.5010  0.3714
N  -1.8431  -2.2130  -0.2084
H  0.4519  -2.4685  -1.4551
H  0.0313  -3.0265  -3.0698
H  1.5875  -3.4583  -2.3648
H  0.0076  -5.3782  -2.2976
H  0.4697  -4.8729  -0.6708
H  -2.0065  -5.3770  -1.0293
H  -2.0753  -3.9199  -2.0469
H  -1.6688  -5.1385  1.4362
H  -2.1115  -1.2179  2.8554
H  -1.7035  -0.5660  -1.5681
H  -2.2949  1.1339  -1.6488
H  -0.4543  4.0788  -0.4027
H  -1.6361  2.8294  -0.0215
H  -1.4925  3.4377  -1.6886
H  2.0690  1.8265  -1.4197
H  1.5234  3.4604  -1.8770
H  1.5120  1.3501  1.2201
H  2.2149  2.1786  3.4343
H  3.0218  4.4969  3.6835
H  3.1192  5.9810  1.7156
H  2.4062  5.1549  -0.4887

Properties
Highest occupied orbital energy, Ha: -0.3206
SMILES: CCCc1cc(=O)[nH]c(SCC(=O)N(C)Cc2ccccc2)n1



(5)
ORCA calculation (wB97M-V/def2-TZVPD) on C18H57N9O6P3Y as an isolated structure at a distorted geometry.

CARTESIAN COORDINATES (ANGSTROEM)
Y  -0.4899  0.9106  0.5417
O  1.0431  1.4546  -0.9633
H  1.3858  1.8405  -1.7773
O  -1.5433  -0.2385  2.0462
H  -1.7909  -0.4882  2.9433
O  -1.5415  2.8012  0.7443
H  -2.3282  3.0732  1.2319
O  1.2589  1.4175  2.0083
P  2.4511  2.2309  2.3059
N  2.5854  2.4737  3.9189
C  3.1456  3.6811  4.4980
C  1.9232  1.5301  4.8085
N  2.4233  3.7242  1.6645
C  1.2641  4.5601  1.9685
C  3.1372  4.0585  0.4372
N  3.8311  1.5224  1.7779
C  5.1235  1.9337  2.2813
C  3.7508  0.3841  0.8596
H  2.4643  4.5373  4.4500
H  4.0663  3.9793  3.9964
H  3.3892  3.5155  5.5471
H  2.2328  0.5037  4.5753
H  0.8385  1.5346  4.6804
H  2.2324  1.7319  5.8298
H  0.4253  4.3557  1.2982
H  0.9569  4.4162  3.0017
H  1.5691  5.6076  1.8707
H  2.5816  3.7079  -0.4398
H  3.2072  5.1467  0.3752
H  4.1289  3.6214  0.4414
H  5.2445  3.0183  2.2164
H  5.2485  1.6524  3.3327
H  5.8983  1.4545  1.6886
H  2.9024  0.5347  0.1852
H  3.5856  -0.5688  1.3766
H  4.6786  0.3110  0.2932
O  0.4897  -1.2084  0.3664
P  0.8301  -2.5479  -0.1164
N  1.6944  -2.6295  -1.4978
C  1.0459  -2.1288  -2.7027
C  3.1394  -2.4452  -1.4492
N  -0.5323  -3.4021  -0.4854
C  -0.5731  -4.6464  -1.2187
C  -1.7016  -3.1274  0.3609
N  1.7448  -3.3522  0.9936
C  2.1539  -4.7166  0.7578
C  1.8310  -2.8334  2.3634
H  0.0163  -2.4849  -2.7461
H  1.5508  -2.4883  -3.6004
H  1.0220  -1.0314  -2.7061
H  3.4082  -1.5267  -0.9157
H  3.5231  -2.3331  -2.4618
H  3.6520  -3.2789  -0.9702
H  -1.3424  -4.5983  -1.9965
H  0.3680  -4.8050  -1.7499
H  -0.7283  -5.5136  -0.5702
H  -2.0029  -2.0829  0.2803
H  -2.5203  -3.7708  0.0409
H  -1.4910  -3.3138  1.4189
H  2.3321  -4.8842  -0.3025
H  3.0737  -4.9362  1.3067
H  1.4106  -5.4452  1.1154
H  2.6833  -3.2996  2.8641
H  0.9373  -3.0871  2.9401
H  1.9841  -1.7580  2.3552
O  -1.9046  0.1726  -1.1627
P  -3.1540  0.2471  -1.9615
N  -3.0990  1.5704  -2.9271
C  -2.1210  2.6211  -2.6181
C  -4.1632  1.8738  -3.8503
N  -4.4736  0.2535  -0.9768
C  -5.8054  -0.0691  -1.4431
C  -4.3003  0.5684  0.4436
N  -3.4005  -1.0233  -2.9662
C  -2.8105  -1.0804  -4.2776
C  -3.8727  -2.2985  -2.4836
H  -1.1131  2.2149  -2.6521
H  -2.3072  3.1015  -1.6552
H  -2.2132  3.4247  -3.3526
H  -3.7955  2.5198  -4.6479
H  -5.0558  2.2863  -3.3665
H  -4.5070  0.9839  -4.3949
H  -5.7850  -0.2667  -2.5139
H  -6.2036  -0.9707  -0.9616
H  -6.4958  0.7607  -1.2662
H  -3.7664  -0.2176  0.9787
H  -3.7034  1.4758  0.5623
H  -5.2689  0.7858  0.8931
H  -3.5478  -1.4130  -5.0181
H  -2.4790  -0.1000  -4.6160
H  -1.9315  -1.7357  -4.2884
H  -4.3229  -2.2105  -1.5011
H  -3.0537  -3.0288  -2.4861
H  -4.6240  -2.6995  -3.1784

Properties
Highest occupied orbital energy, Ha: -0.2868



(6)
ORCA calculation (wB97M-V/def2-TZVPD) on C54H56BrHgN6OS3 as an isolated structure at a distorted geometry.

CARTESIAN COORDINATES (ANGSTROEM)
Hg  -1.0276  -2.3421  1.6513
N  1.7652  -2.9568  -0.2851
S  1.9789  -2.6392  1.1190
N  0.9338  -2.1843  2.2869
S  0.9224  1.9461  3.1392
N  -0.3368  2.9607  2.7650
S  -1.6416  1.9522  2.3909
N  -1.5325  0.5091  2.3798
C  -2.3047  2.7636  0.9374
C  -3.4555  2.2677  0.4372
C  -3.9727  2.8920  -0.6459
C  -3.3900  3.9949  -1.2481
C  -2.1849  4.4485  -0.6989
C  -1.5691  3.8182  0.3714
C  -2.8474  2.5683  3.5179
C  -3.4965  3.7867  3.4555
C  -4.3544  4.1234  4.4596
C  -4.5488  3.3145  5.5781
C  -3.8513  2.1275  5.6228
C  -2.9628  1.7155  4.5952
C  2.1028  3.1405  3.4370
C  3.2464  2.8294  4.1965
C  4.1293  3.8419  4.4836
C  3.9404  5.1487  4.0441
C  2.8847  5.3489  3.1408
C  1.9723  4.3848  2.8681
C  0.5760  1.3044  4.7614
C  0.0085  2.0440  5.7599
C  -0.5208  1.3909  6.8322
C  -0.4476  0.0107  6.9511
C  0.0746  -0.7186  5.8786
C  0.5283  -0.0806  4.7037
C  2.9432  -4.0486  1.9082
C  2.5867  -4.6736  3.0935
C  3.5083  -5.4753  3.7061
C  4.7289  -5.6685  3.1333
C  4.9786  -5.2361  1.8684
C  4.0519  -4.4798  1.1982
C  3.2286  -1.3519  1.3454
C  4.0017  -0.9216  0.2326
C  5.1144  -0.0908  0.3629
C  5.5007  0.3460  1.6345
C  4.8914  -0.2167  2.7842
C  3.7383  -0.9997  2.6524
H  -3.9817  1.4813  1.0108
H  -4.9856  2.6780  -0.9953
H  -4.0106  4.5155  -2.0305
H  -1.6276  5.2026  -1.2042
H  -0.5585  4.0936  0.7139
H  -3.3401  4.5181  2.6978
H  -4.8578  5.0923  4.4293
H  -5.2953  3.5424  6.3591
H  -3.9696  1.3851  6.4260
H  -2.4860  0.7340  4.5266
H  3.4533  1.9452  4.7209
H  5.0327  3.6179  5.0180
H  4.4932  6.0307  4.3219
H  2.7585  6.3741  2.7948
H  1.0795  4.5200  2.2679
H  0.0294  3.0654  5.7876
H  -0.8903  2.0128  7.5746
H  -0.7897  -0.5112  7.8220
H  0.1002  -1.8292  5.8815
H  0.8602  -0.6230  3.8818
H  1.7187  -4.2690  3.6176
H  3.3871  -5.8130  4.7270
H  5.5439  -6.1194  3.7317
H  5.9960  -5.3844  1.4651
H  4.2270  -4.1327  0.1780
H  3.7992  -1.3522  -0.7203
H  5.7930  0.1597  -0.3851
H  6.4325  0.9617  1.7067
H  5.4411  0.0035  3.6757
H  3.2987  -1.3900  3.5361
C  -3.1920  3.7615  -5.1176
C  -3.1036  2.2521  -5.2016
C  -2.8630  1.8574  -6.6953
C  -4.5363  1.7338  -4.8349
C  -2.0874  1.6532  -4.2460
C  -1.4587  2.4247  -3.2965
C  -0.5868  1.8125  -2.4403
N  -0.2936  0.4970  -2.4245
C  -0.8946  -0.2472  -3.3603
C  -1.8219  0.2485  -4.2812
C  -0.7752  -1.7244  -3.2539
C  -0.4749  -2.4359  -4.4012
C  -0.4740  -3.8707  -4.3538
C  -0.8968  -4.4050  -3.1712
C  -1.1450  -3.5881  -2.0598
N  -1.0634  -2.2825  -2.0608
C  0.0273  -4.6499  -5.5698
C  -0.4685  -4.1094  -6.8599
C  -0.5002  -6.1514  -5.6100
C  1.5196  -4.5990  -5.4372
H  -4.0482  4.1461  -5.6869
H  -2.3249  4.3252  -5.3459
H  -3.5611  3.8040  -4.0615
H  -3.6911  2.1615  -7.3935
H  -2.5671  0.8382  -6.7724
H  -1.9261  2.3858  -6.9391
H  -5.3215  2.1923  -5.4395
H  -4.7440  1.7939  -3.7792
H  -4.5081  0.6441  -5.0517
H  -1.6800  3.4800  -3.2896
H  -0.0690  2.3572  -1.6779
H  -2.2908  -0.2918  -5.0929
H  -0.2850  -1.9848  -5.3349
H  -0.8832  -5.4730  -2.9748
H  -1.3768  -4.1216  -1.1658
H  -1.5578  -4.0428  -6.9141
H  -0.1591  -4.7255  -7.7229
H  -0.2081  -3.1207  -7.1933
H  -1.5378  -6.0039  -5.6302
H  -0.1860  -6.6851  -4.6995
H  -0.1628  -6.6802  -6.5034
H  1.8555  -3.5641  -5.3991
H  1.9283  -5.1330  -6.3161
H  2.0010  -5.1688  -4.5802
O  3.3961  -2.9480  -2.4891
H  2.7813  -3.0624  -1.6828
H  2.9344  -2.4039  -3.1556
Br  -3.2622  -2.3011  0.6253

Properties
Highest occupied orbital energy (spin up / spin down), Ha: -0.2988 / -0.2988
Multiplicity: 2



(7)
ORCA calculation (wB97M-V/def2-TZVPD) on C27H44BrCuN10O2P as an isolated structure.

CARTESIAN COORDINATES (ANGSTROEM)
Cu  -0.2348  1.1317  0.4868
C  -1.0958  2.2271  4.5161
N  -2.1240  1.3841  3.9037
C  -3.4867  1.9387  3.9628
C  -4.2282  1.1221  2.9210
N  -3.1378  0.7403  2.0315
C  -3.4060  -0.1641  0.9436
C  -1.9583  0.7391  2.7130
N  -0.8887  0.1385  2.2228
C  0.2527  -0.1101  3.1104
C  1.4504  0.8022  2.8784
N  1.8335  0.7398  1.4759
C  3.0610  0.8870  1.1309
N  4.1805  1.2385  1.8166
C  4.2940  1.7986  3.1514
C  5.3985  0.9888  1.0565
C  4.8965  0.8244  -0.3772
N  3.4612  0.6284  -0.1866
C  2.5903  0.5521  -1.2590
H  -1.5964  2.9122  5.1955
H  -0.5742  2.8205  3.7624
H  -0.3799  1.6571  5.1011
H  -3.4621  2.9971  3.6884
H  -3.8996  1.8411  4.9638
H  -4.9889  1.6927  2.3921
H  -4.6951  0.2311  3.3560
H  -4.2413  0.2212  0.3600
H  -3.6868  -1.1622  1.3110
H  -2.5350  -0.2187  0.2900
H  0.6166  -1.1230  2.8973
H  -0.0337  -0.1052  4.1626
H  2.2431  0.4560  3.5457
H  1.1957  1.8253  3.1657
H  3.4152  2.3837  3.4003
H  5.1487  2.4740  3.1581
H  4.4589  1.0363  3.9153
H  5.9090  0.0926  1.4180
H  6.0808  1.8323  1.1546
H  5.3471  -0.0356  -0.8712
H  5.0848  1.7151  -0.9811
H  3.0829  0.8777  -2.1730
H  1.6426  1.0693  -1.0945
H  1.2064  -1.0867  -1.0912
Br  3.0206  -2.5269  0.5138
C  3.0690  -1.9642  -1.2657
C  3.9200  -2.4806  -2.1848
C  3.7730  -2.1666  -3.5463
C  2.6204  -1.4525  -3.9517
C  1.7709  -0.9384  -3.0440
N  2.1091  -0.9485  -1.6288
H  4.6728  -3.1861  -1.8608
H  4.4687  -2.5557  -4.2736
H  2.3900  -1.3433  -5.0026
H  0.8620  -0.3954  -3.2555
C  -0.5696  2.5696  -0.8733
C  -1.3976  2.0207  -1.9240
C  -2.7994  1.8921  -1.7769
C  -3.5814  1.2732  -2.7209
C  -2.9981  0.7407  -3.8805
C  -1.6293  0.9401  -4.1022
C  -0.8577  1.5743  -3.1518
C  -3.7320  -0.1493  -4.7211
N  -4.2402  -1.0191  -5.2836
H  -1.0968  3.3202  -0.2806
H  0.3666  2.9896  -1.2447
H  -3.2607  2.3016  -0.8854
H  -4.6502  1.1758  -2.5722
H  -1.1885  0.6119  -5.0384
H  0.1899  1.7666  -3.3584
N  -2.2479  -2.4629  -3.5192
C  -2.5327  -2.1250  -2.0876
P  -0.9956  -2.5403  -1.1448
O  -0.2863  -3.5072  -2.0225
O  -0.3191  -1.2981  -0.6234
C  -1.5700  -3.3097  0.4367
N  -0.8682  -2.6121  1.5551
H  -1.6036  -3.2681  -3.5279
H  -1.7736  -1.6759  -3.9689
H  -3.0999  -2.6160  -4.0724
H  -3.3914  -2.7133  -1.7679
H  -2.7743  -1.0652  -2.0207
H  -1.3106  -4.3668  0.4685
H  -2.6438  -3.2095  0.5854
H  -1.0038  -1.5538  1.5814
H  0.1408  -2.7459  1.4557
H  -1.1483  -2.9910  2.4607

Properties
Highest occupied orbital energy (spin up / spin down), Ha: -0.4274 / -0.4274
Multiplicity: 2
Net charge: +2